Entry from the Open Molecules 2025 dataset: a cluster of 2 separate species, C5H13NO in total in a non-equilibrium geometry (ωB97M-V with the def2-TZVPD basis set).

The value obtained for the orbital gap is 8.378 eV. As for the energy relative to the best compared isomer or geometry (same formula, charge and spin): 242.7 kJ/mol. The calculation puts the largest force on an atom at 4.754 eV Å⁻¹. As for the SMILES: CN1CCCC1.O.

ORCA input file:
```
! RIJCOSX wB97M-V def2-TZVPD def2/J DEFGRID3
* xyz 0 1
C 1.875 -1.859 0.067
N 1.222 -0.511 0.200
C 1.139 0.349 -0.948
C 0.023 1.345 -0.534
C -0.183 1.101 0.895
C -0.009 -0.378 1.150
H 2.165 -1.954 -0.915
H 2.778 -1.935 0.729
H 1.223 -2.529 0.613
H 0.739 -0.132 -1.913
H 2.087 0.868 -1.112
H 0.071 2.395 -0.661
H -0.856 0.994 -1.090
H 0.476 1.680 1.503
H -1.113 1.373 1.293
H -0.714 -1.175 0.840
H 0.301 -0.556 2.164
O -3.619 -0.098 -0.918
H -3.419 0.898 -1.170
H -4.185 0.125 -0.193
*
```

Here are the natural (NBO) charges for atoms 1 to 5, given in e: atom 1 (C): -0.408, atom 2 (N): -0.461, atom 3 (C): -0.206, atom 4 (C): -0.408, atom 5 (C): -0.407

***

Entry from the Open Molecules 2025 dataset: an isolated molecule of C3H5N3 in a non-equilibrium geometry (ωB97M-V with the def2-TZVPD basis set).

The value obtained for the orbital gap (alpha / beta) is 7.707 / 7.706 eV. As for the energy relative to the best compared isomer or geometry (same formula, charge and spin): 564.9 kJ/mol. The calculation puts the largest force on an atom at 4.066 eV Å⁻¹.

ORCA input file:
```
! RIJCOSX wB97M-V def2-TZVPD def2/J DEFGRID3
* xyz 0 1
C 1.487 0.313 1.330
C -0.406 -0.160 -0.191
C -1.653 -0.255 -0.947
N 0.323 0.009 0.709
N 2.196 2.366 0.295
N 2.199 1.531 1.158
H 1.837 -0.222 2.238
H -1.306 0.253 -1.914
H -2.120 -1.163 -1.276
H -2.430 0.467 -0.515
H 2.860 1.630 1.938
*
```

Here are the natural (NBO) charges for atoms 1 to 5, given in e: atom 1 (C): -0.162, atom 2 (C): 0.399, atom 3 (C): -0.725, atom 4 (N): -0.231, atom 5 (N): -0.330

***

Entry from the Open Molecules 2025 dataset: an isolated molecule of C19H27N3O5S in a non-equilibrium geometry (ωB97M-V with the def2-TZVPD basis set).

The value obtained for the orbital gap is 9.555 eV. As for the energy relative to the best compared isomer or geometry (same formula, charge and spin): 65.5 kJ/mol. The calculation puts the largest force on an atom at 1.010 eV Å⁻¹. As for the SMILES: CCOC(=O)N1CCN(C(=O)C2CCN(S(=O)(=O)c3ccccc3)CC2)CC1.

ORCA input file:
```
! RIJCOSX wB97M-V def2-TZVPD def2/J DEFGRID3
* xyz 0 1
C -6.562 -2.951 -0.206
C -6.751 -1.782 -1.163
O -5.609 -0.927 -1.181
C -5.540 -0.018 -0.181
O -6.378 0.108 0.680
N -4.441 0.770 -0.287
C -3.344 0.514 -1.189
C -2.145 -0.038 -0.400
N -1.792 0.887 0.651
C -0.646 1.600 0.798
O -0.519 2.403 1.702
C 0.493 1.311 -0.175
C 1.504 2.460 -0.155
C 2.687 2.127 -1.055
N 3.307 0.895 -0.606
S 4.792 0.554 -1.318
O 5.529 1.780 -1.389
O 4.619 -0.207 -2.526
C 5.502 -0.498 -0.056
C 5.675 0.031 1.208
C 6.213 -0.767 2.204
C 6.569 -2.078 1.922
C 6.393 -2.596 0.649
C 5.855 -1.800 -0.350
C 2.407 -0.234 -0.659
C 1.212 0.024 0.254
C -2.897 1.134 1.562
C -4.103 1.676 0.791
H -7.420 -3.614 -0.267
H -6.476 -2.581 0.813
H -5.664 -3.507 -0.461
H -7.630 -1.197 -0.873
H -6.857 -2.129 -2.193
H -3.061 1.459 -1.666
H -3.660 -0.196 -1.952
H -2.433 -0.993 0.058
H -1.311 -0.216 -1.075
H 0.113 1.203 -1.195
H 1.845 2.613 0.868
H 1.031 3.382 -0.496
H 2.351 2.031 -2.100
H 3.454 2.900 -1.009
H 5.391 1.055 1.387
H 6.355 -0.370 3.198
H 6.989 -2.698 2.700
H 6.675 -3.615 0.434
H 5.702 -2.165 -1.354
H 2.071 -0.414 -1.692
H 2.964 -1.112 -0.325
H 1.568 0.150 1.278
H 0.539 -0.834 0.226
H -3.170 0.195 2.055
H -2.560 1.855 2.307
H -3.863 2.655 0.365
H -4.971 1.764 1.445
*
```

Here are the natural (NBO) charges for atoms 1 to 5, given in e: atom 1 (C): -0.636, atom 2 (C): -0.067, atom 3 (O): -0.531, atom 4 (C): 0.894, atom 5 (O): -0.659